[1]
8
Properties=species:S:1:pos:R:3:forces:R:3:mulliken_charge:R:1 method="wB97M-V/def2-TZVPD" de_lowest_kj_mol=189.2 molar_mass_g_mol=85.131 total_energy_ev=-15481.796 orbital_gap_ev=9.287 total_charge=0
C 1.89083 -0.91200 -0.00235 0.4113 -0.8338 -0.4233 0.192
C 1.12418 -0.00554 0.11514 -0.8319 -0.3642 0.1773 -0.425
C 0.09696 0.97740 0.05577 0.0550 0.8064 -0.9947 -0.169
N -1.16757 0.82823 -0.09210 0.2976 0.1722 0.6790 -0.311
S -1.83917 -0.72005 -0.00048 0.6925 -0.4573 0.0229 -0.122
H 2.45550 -1.77782 -0.27279 0.1715 0.2222 0.3348 0.400
H 0.52149 1.97457 -0.10962 -0.5876 0.0457 0.3249 0.287
H -3.08223 -0.36479 0.30643 -0.2084 0.4087 -0.1211 0.149

=====

[2]
27
Properties=species:S:1:pos:R:3:forces:R:3:mulliken_charge:R:1 method="wB97M-V/def2-TZVPD" de_lowest_kj_mol=61.8 molar_mass_g_mol=161.248 smiles=Cc1c[nH]c2ccccc12.CC total_energy_ev=-13140.151 orbital_gap_ev=8.812 total_charge=0
C -1.64109 2.51073 -2.23877 0.9215 -0.0852 0.3981 -1.305
C -0.98904 2.12303 -0.94031 -0.5929 -0.1724 -0.1661 0.444
C 0.03150 2.72336 -0.28495 0.1418 0.3906 -0.0898 -0.777
N 0.43159 1.96623 0.79965 0.0129 -0.1234 -0.2216 -0.049
C -0.33070 0.82145 0.80785 -0.0652 -0.1105 0.8740 -0.344
C -0.30752 -0.24192 1.71582 0.8866 -0.6910 -0.5457 -0.756
C -1.18556 -1.27787 1.49608 -0.2386 0.3652 -0.6540 -0.502
C -2.18165 -1.17331 0.49552 0.6641 -0.9794 0.8137 -0.466
C -2.30965 -0.04355 -0.26996 0.4839 0.0092 -0.7245 -0.557
C -1.27482 0.90634 -0.22059 -0.4115 0.4394 0.5531 1.114
H -2.65055 2.88957 -2.12698 -0.1340 0.0826 -0.0975 0.287
H -1.62437 1.62131 -2.85641 -0.4122 -0.2154 -0.2634 0.353
H -0.99250 3.21143 -2.76379 -0.2871 0.3385 0.0358 0.373
H 0.45279 3.69757 -0.47918 0.2609 -0.1316 -0.0643 0.411
H 1.29262 2.08174 1.30689 -0.1391 0.0759 -0.0397 0.244
H 0.56957 -0.42877 2.32887 -0.2795 0.4083 0.4271 0.395
H -1.10131 -2.21758 2.02347 0.0861 0.0691 0.1695 0.394
H -2.65028 -2.13535 0.30962 -0.9119 0.5531 -0.1021 0.330
H -3.13376 0.10180 -0.95268 0.0304 -0.2387 -0.2925 0.396
C 2.84289 -1.81562 0.77570 -0.7098 0.7060 0.3629 -0.719
C 2.07476 -2.56016 -0.31030 0.4743 1.3474 -0.5414 -0.681
H 2.71635 -0.73002 0.68396 0.2219 -0.0525 -0.4418 0.175
H 2.36329 -1.97217 1.74515 0.3903 -0.5237 0.1500 0.191
H 3.90805 -2.03164 0.80440 -0.0241 -0.1487 0.1102 0.353
H 2.25273 -3.62663 -0.23767 -0.5159 -0.1606 -0.0934 0.294
H 2.39457 -2.19315 -1.29242 0.3990 -0.3986 0.0059 0.270
H 1.04207 -2.20683 -0.31896 -0.2523 -0.7536 0.4372 0.132

=====

[3]
10
Properties=species:S:1:pos:R:3:forces:R:3:mulliken_charge:R:1 method="wB97M-V/def2-TZVPD" de_lowest_kj_mol=255.0 molar_mass_g_mol=71.079 total_energy_ev=-6726.930 orbital_gap_ev=9.768 total_charge=0
C -1.39454 -1.33098 1.13424 -1.1705 -1.0841 -0.4225 -0.686
C -0.77767 -0.25853 0.61971 0.1555 -1.5691 0.8052 0.126
C 0.22913 -0.51819 -0.39202 2.4108 0.3053 -1.2801 -0.061
N 1.10452 0.30646 -0.91236 -2.3852 -0.8266 1.2370 -0.435
O 0.77655 1.61997 -0.49197 1.7034 0.5197 -1.0370 -0.381
H -2.11742 -1.36078 1.98491 0.8674 0.4800 -0.7308 0.252
H -1.33147 -2.32248 0.60164 0.1665 1.1035 0.6314 0.184
H -0.78684 0.66515 1.13990 -0.2112 0.8855 0.0173 0.354
H 0.44486 -1.57876 -0.64366 -0.3262 0.8238 0.0149 0.291
H 1.50522 2.13811 -0.93209 -1.2105 -0.6380 0.7645 0.355

=====

[4]
8
Properties=species:S:1:pos:R:3:forces:R:3:mulliken_charge:R:1 method="wB97M-V/def2-TZVPD" de_lowest_kj_mol=3.6 molar_mass_g_mol=50.126 smiles=C.S total_energy_ev=-11969.318 orbital_gap_ev=10.657 total_charge=0
C -1.29235 -0.69930 -1.64411 -0.1905 -0.0801 0.0063 -0.867
H -2.16995 -1.12691 -1.17036 -0.0862 -0.0268 0.1309 0.229
H -0.74781 -0.09929 -0.92116 0.0712 0.0032 0.0117 0.186
H -1.62745 -0.07345 -2.46583 0.0963 0.0409 -0.0957 0.227
H -0.67577 -1.51431 -2.01312 0.1107 0.0645 -0.0501 0.225
S 2.01015 1.78581 2.63759 0.2032 -0.5082 0.4208 -0.285
H 2.40385 1.03887 3.70030 -0.1438 0.4239 -0.2196 0.145
H 2.09933 0.68857 1.87668 -0.0608 0.0826 -0.2044 0.139